No. 1
Computed, not measured: an isolated ion of composition C3H6ClN2O and charge +1, with ωB97M-V/def2-TZVPD.

XYZ file:
```
13
Properties=species:S:1:pos:R:3:nbo_charge:R:1
C 0.567 0.051 0.436 0.465
C -0.340 0.607 -0.765 -0.592
C -1.458 -0.231 -0.959 0.089
N 0.427 -1.210 0.814 -0.179
N 1.370 0.897 1.025 -0.736
O -0.502 -2.039 0.428 -0.482
Cl -1.762 -0.927 -2.432 0.271
H -0.752 1.641 -0.343 0.314
H 0.432 0.818 -1.583 0.303
H -2.288 -0.382 -0.280 0.272
H 1.088 -1.854 1.293 0.445
H 1.297 1.818 0.613 0.409
H 1.922 0.811 1.754 0.420
```

## Properties
Calculated total energy = -762.43103 Ha
Total charge = +1
Energy relative to the best compared isomer or geometry (same formula, charge and spin) = 128.3 kcal/mol
Spin multiplicity = 1
Molar mass = 121.5 g mol⁻¹
Orbital gap (spin up / spin down) = 6.5 / 6.5 eV


No. 2
Computed, not measured: C3H6ClN3 in the gas phase, with ωB97M-V/def2-TZVPD.

XYZ file:
```
13
Properties=species:S:1:pos:R:3:nbo_charge:R:1
C 0.085 -0.238 -0.433 0.377
C 1.250 -0.192 0.480 -0.284
C 1.292 0.080 1.781 -0.172
H -1.478 0.393 -2.048 0.372
H -2.656 -0.051 -0.941 0.353
H -0.786 1.471 0.323 0.389
H 0.857 -1.669 -1.440 0.342
H 2.192 -0.394 -0.006 0.231
H 2.221 0.036 2.342 0.223
N -1.957 0.664 -1.170 -0.642
N -0.949 0.607 -0.227 -0.432
N 0.050 -1.058 -1.444 -0.748
Cl -0.121 0.351 2.783 -0.010
```

## Properties
Calculated total energy = -742.32006 Ha
Total charge = 0
Energy relative to the best compared isomer or geometry (same formula, charge and spin) = 27.1 kcal/mol
Spin multiplicity = 1
Molar mass = 119.6 g mol⁻¹
Structure (SMILES) = [H]/N=C(\C=C/Cl)NN
Orbital gap = 9.7 eV


No. 3
Computed, not measured: a 2-piece molecular cluster, C3H6ClNO overall, with ωB97M-V/def2-TZVPD.

XYZ file:
```
12
Properties=species:S:1:pos:R:3:nbo_charge:R:1
C -0.060 0.242 0.804 0.020
C -0.998 1.099 0.133 0.570
C 1.196 -0.245 0.138 -0.645
N -1.892 1.225 -0.714 -0.726
O -0.203 1.685 1.014 -0.451
Cl -1.409 -1.827 -1.297 -0.342
H -0.410 -0.345 1.648 0.202
H 1.021 -1.248 -0.247 0.248
H 2.020 -0.283 0.850 0.220
H 1.469 0.402 -0.690 0.223
H -2.254 2.165 -0.853 0.378
H -1.840 -0.604 -1.296 0.304
```

## Properties
Calculated total energy = -708.05004 Ha
Total charge = 0
Energy relative to the best compared isomer or geometry (same formula, charge and spin) = 40.2 kcal/mol
Spin multiplicity = 1
Molar mass = 107.5 g mol⁻¹
Structure (SMILES) = [H]/N=C1\O[C@@H]1C.Cl
Orbital gap = 11.6 eV


Question: Number 1 is which compound?
Answer: C3H6ClN2O